No. 1
Computed, not measured: a cluster of 2 separate species, C28H23F3O3S in total, with the ωB97M-V functional and the def2-TZVPD basis.

Computed properties:
- HOMO (eV) = -5.3
- frontier orbital gap (eV) = 2.585

Structure (ORCA input):
```
! wB97M-V def2-TZVPD RIJCOSX def2/J DEFGRID3
* xyz 0 1
C -5.24202 0.13151 3.11161
C -3.77997 -0.12910 3.11625
C -3.30037 -1.43924 3.11711
C -1.95914 -1.70635 3.12272
C -1.01107 -0.64854 3.12130
C 0.33355 -0.89935 3.11552
S 1.50121 0.46699 3.11066
C 3.00836 -0.59889 3.06752
F 4.07426 0.20743 3.04306
F 2.96951 -1.35580 4.16896
F 2.91236 -1.34518 1.96262
O 1.16142 1.23331 1.85612
O 1.20802 1.19349 4.40030
C -1.51686 0.67953 3.12190
C -2.86155 0.92149 3.11892
H -5.45459 1.19992 3.11734
H -5.70880 -0.29868 2.22586
H -5.71398 -0.30611 3.99059
H -4.00733 -2.25174 3.11116
H -1.60354 -2.72266 3.12912
H 0.72301 -1.89598 3.11227
H -0.80647 1.49095 3.12643
H -3.21692 1.93744 3.11769
C 8.28303 -1.82252 2.14038
C 7.75762 -2.71383 1.22322
C 7.28228 -2.25941 0.01594
C 7.32930 -0.89998 -0.30107
O 6.77078 -0.40819 -1.51300
C 5.35866 -0.34660 -1.58176
C 4.69251 0.85083 -1.27927
C 3.33199 0.90514 -1.23523
C 2.53427 -0.23590 -1.50304
C 1.13690 -0.07815 -1.40177
C 0.04081 -0.97242 -1.56139
C -1.25893 -0.42631 -1.49427
C -2.37288 -1.20906 -1.66973
C -2.24260 -2.56289 -1.91530
C -0.98440 -3.13287 -1.96369
C 0.13781 -2.36170 -1.77710
C 3.21963 -1.42133 -1.87206
C 4.58340 -1.47495 -1.89322
C 7.88048 -0.01616 0.62937
C 8.34740 -0.47460 1.83906
H 8.64566 -2.17935 3.09032
H 7.72693 -3.76713 1.45160
H 6.87045 -2.94251 -0.70456
H 5.28479 1.72164 -1.06543
H 2.84290 1.83108 -0.98514
H 0.83369 0.92830 -1.16335
H -1.37097 0.62865 -1.30812
H -3.35382 -0.76641 -1.62322
H -3.11813 -3.17203 -2.06984
H -0.88313 -4.18953 -2.14969
H 1.08939 -2.85032 -1.74923
H 2.67687 -2.28822 -2.18677
H 5.09208 -2.38497 -2.15520
H 7.91280 1.03043 0.38417
H 8.76550 0.21802 2.55183
*
```

Here are the natural (NBO) charges for atoms 1 to 6, given in e: atom 1 (C): -0.6293, atom 2 (C): -0.0188, atom 3 (C): -0.2217, atom 4 (C): -0.1812, atom 5 (C): -0.1102, atom 6 (C): -0.5459

No. 2
Computed, not measured: a cluster of 2 separate species, C28H23F3O4S in total, with the ωB97M-V functional and the def2-TZVPD basis.

Computed properties:
- HOMO (eV) = -6.4
- frontier orbital gap (eV) = 4.291

Structure (ORCA input):
```
! wB97M-V def2-TZVPD RIJCOSX def2/J DEFGRID3
* xyz 0 1
C 5.04402 3.91593 -0.52997
O 5.03243 2.52701 -0.92855
C 3.84365 1.88408 -1.05409
C 3.90574 0.49708 -1.35232
C 2.77435 -0.26588 -1.27019
C 1.50669 0.30374 -0.92180
C 0.43318 -0.57691 -0.66045
C -0.91786 -0.21332 -0.38745
C -1.97075 -1.07316 -0.81518
C -3.29055 -0.79974 -0.53616
C -3.60187 0.35200 0.19808
O -4.93748 0.58194 0.53224
C -5.67170 1.40182 -0.33709
C -6.60255 0.78949 -1.18058
C -7.24446 1.56669 -2.14328
C -7.00821 2.94420 -2.20598
C -6.10516 3.54502 -1.32272
C -5.42148 2.77440 -0.37965
C -2.60847 1.23739 0.62506
C -1.28196 0.93497 0.36465
C 1.43927 1.73048 -0.86350
C 2.58225 2.50573 -0.86366
H 6.10244 4.17445 -0.54774
H 4.48494 4.53817 -1.24235
H 4.63626 4.04104 0.48285
H 4.88132 0.06423 -1.56806
H 2.83151 -1.34012 -1.44688
H 0.60878 -1.63080 -0.88484
H -1.71489 -1.97107 -1.37268
H -4.09673 -1.45727 -0.86267
H -6.76704 -0.28399 -1.09058
H -7.93836 1.08687 -2.83457
H -7.53436 3.55347 -2.94379
H -5.92254 4.61988 -1.35569
H -4.69424 3.20489 0.30957
H -2.89249 2.13715 1.17450
H -0.50207 1.56771 0.78551
H 0.47093 2.22295 -0.80427
H 2.52313 3.58615 -0.69713
F -2.08317 -3.16853 3.20300
C -0.91799 -2.49286 3.17512
F -1.18229 -1.20043 2.83877
F -0.37068 -2.49805 4.40743
S 0.22024 -3.27289 1.90677
C 1.49656 -2.11606 1.80715
C 2.78500 -2.49382 1.36779
C 3.89231 -1.62427 1.60502
C 5.13722 -1.88442 1.05554
C 5.33189 -3.02234 0.26065
C 4.27155 -3.91616 0.04615
C 3.02274 -3.67684 0.59732
O 0.62157 -4.53281 2.49316
O -0.54963 -3.25205 0.67598
H 1.34192 -1.19086 2.35704
H 3.70614 -0.73515 2.21103
H 5.96122 -1.19101 1.23486
H 6.30919 -3.21864 -0.18199
H 4.42577 -4.81150 -0.55988
H 2.20478 -4.37798 0.43050
*
```

Here are the natural (NBO) charges for atoms 1 to 6, given in e: atom 1 (C): -0.2593, atom 2 (O): -0.4772, atom 3 (C): 0.3817, atom 4 (C): -0.2780, atom 5 (C): -0.1062, atom 6 (C): -0.0970

No. 3
Computed, not measured: a structure of composition C28H23LaN8O5S2, with the ωB97M-V functional and the def2-TZVPD basis.

Computed properties:
- HOMO (eV) = -7.9
- frontier orbital gap (eV) = 7.315

Structure (ORCA input):
```
! wB97M-V def2-TZVPD RIJCOSX def2/J DEFGRID3
* xyz 0 1
La -0.19517 -0.04270 -2.11659
O -2.01116 0.93275 1.96862
C -0.92641 1.06052 2.76133
C -1.16304 1.11332 4.13982
C -0.11446 1.25842 5.02108
C 1.19926 1.33892 4.55538
C 1.42969 1.25509 3.19853
C 0.38793 1.11716 2.27659
C 0.68259 0.96887 0.83052
O -0.31618 1.09698 0.01153
N 1.90610 0.63312 0.50053
N 1.96092 0.32361 -0.84839
C 3.07932 -0.05369 -1.31531
C 3.19554 -0.46265 -2.73854
C 4.44812 -0.74398 -3.26058
C 4.55250 -1.09560 -4.59898
C 3.40969 -1.14498 -5.37367
C 2.19362 -0.85108 -4.77351
N 2.08132 -0.52997 -3.49006
H -1.67879 0.96764 1.04440
H -2.18831 1.05146 4.47876
H -0.31418 1.31500 6.08462
H 2.02619 1.47020 5.24018
H 2.43961 1.29625 2.81179
H 3.96471 -0.08730 -0.68304
H 5.31987 -0.68307 -2.62416
H 5.52211 -1.32228 -5.02238
H 3.44435 -1.40801 -6.42103
H 1.27335 -0.87353 -5.34600
N 0.90072 -2.52018 5.29190
C 0.64644 -2.66824 3.93067
C -0.52299 -3.28925 3.48538
C -0.77246 -3.44653 2.13767
C 0.14680 -2.98193 1.20223
C 1.32988 -2.39158 1.63849
C 1.58160 -2.23989 2.98873
S -0.17923 -3.06428 -0.51169
O 1.01938 -2.56038 -1.20131
O -0.66555 -4.37842 -0.81860
N -1.18407 -1.90637 -0.86806
C -2.50823 -1.71118 -0.57529
N -3.25280 -2.49917 0.18898
C -4.52571 -2.11610 0.30635
C -5.05669 -0.99991 -0.31644
C -4.18186 -0.24233 -1.08332
N -2.90988 -0.58736 -1.20263
H 0.07495 -2.52002 5.87095
H 1.48712 -1.72756 5.50509
H -1.24518 -3.64474 4.21103
H -1.68906 -3.91520 1.80832
H 2.05119 -2.03677 0.91572
H 2.50299 -1.77073 3.31295
H -5.15573 -2.74106 0.93046
H -6.09521 -0.72822 -0.20404
H -4.48793 0.65388 -1.61123
O 0.58984 2.18638 -2.77491
N -0.25982 3.20086 -2.71343
C 0.19320 4.34203 -2.14606
C -0.61426 5.43785 -2.03737
C -1.91949 5.34406 -2.52743
C -2.35624 4.17326 -3.08695
C -1.52463 3.03895 -3.18723
S -2.05379 1.54328 -3.86293
H 1.21396 4.26470 -1.80703
H -0.23486 6.33598 -1.57401
H -2.58877 6.19140 -2.46011
H -3.36270 4.07432 -3.46633
*
```

Here are the natural (NBO) charges for atoms 1 to 6, given in e: atom 1 (La): 2.1235, atom 2 (O): -0.6888, atom 3 (C): 0.4336, atom 4 (C): -0.2918, atom 5 (C): -0.1801, atom 6 (C): -0.2839

No. 4
Computed, not measured: a structure of composition C28H23MoN2O4SSbSe3, with the ωB97M-V functional and the def2-TZVPD basis.

Computed properties:
- HOMO (eV) = -19.0
- frontier orbital gap (eV) = 5.092

Structure (ORCA input):
```
! wB97M-V def2-TZVPD RIJCOSX def2/J DEFGRID3
* xyz 4 1
Mo 0.51423 1.66717 1.43471
Se -0.39109 2.38868 4.45925
Se -2.41642 2.16296 3.20939
C -1.97463 3.54793 1.93519
C -2.82678 4.63123 1.86422
C -2.66461 5.53829 0.81398
C -1.65842 5.32104 -0.10761
C -0.82045 4.22387 0.04909
N -0.96964 3.35084 1.05042
C 0.24287 0.57490 4.32318
C 0.32225 -0.25752 5.40834
C 0.96524 -1.48856 5.23537
C 1.49524 -1.79639 3.99844
C 1.36029 -0.90007 2.94713
N 0.73650 0.27944 3.10019
H -3.60915 4.76014 2.60011
H -3.32469 6.39218 0.72580
H -1.50573 5.99341 -0.94073
H -0.00568 4.04564 -0.63883
H -0.07097 0.03805 6.37335
H 1.06118 -2.17401 6.06819
H 2.02311 -2.72457 3.83400
H 1.76633 -1.11236 1.96654
S -1.06968 0.45544 0.48117
Sb -0.05175 -1.09004 -1.40225
C 1.34959 -2.21577 -0.39469
C 0.85135 -3.32374 0.30286
C 1.75532 -4.19045 0.90082
C 3.12069 -3.94995 0.80186
C 3.60628 -2.84492 0.10811
C 2.72407 -1.96584 -0.50158
C -1.74754 -2.19147 -1.84325
C -3.02164 -1.86753 -1.38163
C -4.08389 -2.66892 -1.77563
C -3.86827 -3.75985 -2.60837
C -2.59292 -4.06769 -3.06004
C -1.51077 -3.28771 -2.67738
C 0.44873 0.24983 -2.88151
C -0.52462 0.42490 -3.87218
C -0.20435 1.19299 -4.98148
C 1.05606 1.76206 -5.09223
C 2.01467 1.58536 -4.09681
C 1.72171 0.82772 -2.97692
H -0.21194 -3.53191 0.34991
H 1.39485 -5.06923 1.41997
H 3.81875 -4.64498 1.25212
H 4.67302 -2.68738 0.01756
H 3.10923 -1.13202 -1.07149
H -3.20523 -1.01422 -0.74217
H -5.08408 -2.44013 -1.43321
H -4.70448 -4.37763 -2.90829
H -2.43449 -4.91801 -3.71005
H -0.51863 -3.54260 -3.03493
H -1.49830 -0.04603 -3.80257
H -0.93456 1.33059 -5.76775
H 1.30334 2.34248 -5.97182
H 2.99909 2.01908 -4.21141
H 2.47649 0.67769 -2.21746
O 3.33246 2.36162 2.62222
Se 3.18267 3.66991 1.73742
O 1.72577 3.54306 0.98888
O 1.77983 1.05642 0.58775
O 0.57422 2.86656 3.13668
*
```

Here are the natural (NBO) charges for atoms 1 to 6, given in e: atom 1 (Mo): 1.4900, atom 2 (Se): 1.3211, atom 3 (Se): 0.3160, atom 4 (C): 0.0055, atom 5 (C): -0.1983, atom 6 (C): -0.0778

Which value of HOMO does entry 3 give? -7.9 eV